Record 1
Here is one molecule with the formula C3H8FNO from OMol25. Energies are from the ωB97M-V functional and the def2-TZVPD basis.

Properties
HOMO level in eV: -10.17
Relative energy (zero: lowest compared OMol25 entry of this formula, charge and spin) in kJ/mol: 81.08
SMILES: CC[C@](N)(O)F
HOMO-LUMO gap in eV: 10.9
M in g/mol: 93.1
2S+1: 1

Atoms and positions in Å:
H -2.087 1.360 -0.697
H -1.589 1.026 1.005
H -2.800 -0.072 0.296
H 2.586 -0.808 -0.346
O 0.793 0.606 1.143
C -1.821 0.550 0.121
F 1.432 1.141 -0.879
H 1.647 0.395 1.554
N 1.601 -0.963 -0.385
C 0.742 0.142 -0.151
H -0.717 -0.240 -1.524
C -0.671 -0.246 -0.448
H -0.568 -1.213 0.020
H 1.451 -1.678 0.291

=====

Record 2
Here is a 16-piece molecular cluster, C48H112N16O16 overall from OMol25. Energies are from the ωB97M-V functional and the def2-TZVPD basis.

Properties
HOMO level in eV: -8.68
Relative energy (zero: lowest compared OMol25 entry of this formula, charge and spin) in kJ/mol: 31.76
HOMO-LUMO gap in eV: 8.7
M in g/mol: 1169.5
2S+1: 1

Atoms and positions in Å:
C -2.171 5.352 -1.892
H 7.809 1.274 0.843
H -1.220 -1.351 1.659
H -3.397 1.552 5.331
H 7.710 -2.323 -1.076
H 3.993 -0.742 -0.344
H 1.074 0.805 4.108
H -3.051 1.171 7.067
H 2.365 5.898 -0.757
H -1.825 1.864 -6.131
O 3.189 -4.965 3.084
N -3.533 -1.396 3.758
H 5.810 -4.286 3.796
H -4.066 0.476 2.982
H 1.524 2.408 0.107
H 5.752 -3.089 2.402
H -2.750 4.784 2.480
C 3.709 0.936 2.047
C 4.756 -2.542 -0.950
O 4.547 -3.254 -1.946
H 0.815 -2.848 -1.800
H 6.762 -3.816 -1.370
H 7.293 -0.321 0.219
H 2.691 1.911 -2.396
H 4.209 1.981 -3.254
H -5.562 -2.870 3.212
C -1.946 -0.077 -3.063
H -2.115 5.751 0.085
C -5.123 -1.834 -4.124
H 0.008 7.208 -1.419
H -1.574 -3.609 -5.642
H 1.963 -1.389 3.981
C -3.924 -4.470 -0.672
H -5.254 -0.776 2.571
H 1.787 4.517 1.794
C -0.079 4.652 2.887
H -3.261 2.904 6.536
H 3.469 7.077 0.881
O -1.873 5.743 -3.027
H 1.953 -2.356 -4.219
N 3.444 -2.719 3.319
H -5.421 -1.302 -5.043
N -1.213 3.446 -5.036
C 1.419 4.295 2.799
H -2.744 -7.206 -2.082
H 1.324 -2.733 2.992
H 2.063 -5.043 0.234
C 7.093 0.741 0.213
C -0.570 -4.986 3.516
H 0.334 0.344 -0.894
C -3.427 -6.330 -2.095
H -4.275 -3.399 1.025
H -1.309 4.413 -4.728
C 0.859 3.906 -3.848
H -2.658 3.325 -6.672
H -2.688 -0.913 4.006
H -0.151 3.005 0.268
H -7.066 2.735 -0.377
O -4.137 0.864 -3.471
N 0.102 0.956 -0.105
H -3.101 0.983 -1.165
H 1.985 4.959 3.500
C -2.890 1.905 6.235
H -5.804 -1.563 -3.298
H -3.200 -5.869 -3.030
N 4.662 5.299 0.622
H 1.147 0.346 5.852
C -3.121 4.222 -1.595
H -1.536 8.049 -1.160
H -2.917 3.084 2.194
C -4.593 -0.418 3.347
C 1.629 -5.943 0.581
C -3.407 -3.710 0.537
H 0.216 -4.469 -1.286
H 1.502 3.206 2.947
H 0.535 -4.949 -4.619
H -2.694 3.345 -2.046
H -3.205 0.498 0.579
C 3.484 1.333 -2.758
C -2.393 3.805 2.775
N -1.457 2.008 6.003
H 5.591 -4.925 2.103
H -3.120 2.607 -5.139
N -1.699 5.958 -0.779
C -0.141 0.367 1.045
H 1.398 -5.464 2.931
H -5.653 -2.466 4.878
H 3.566 1.972 1.721
H 1.502 -4.188 -2.585
H 5.368 4.826 1.186
H -1.658 0.919 -2.827
O 4.297 3.342 -0.394
C 3.038 5.185 -1.258
H -2.948 -2.818 0.097
O 5.496 -0.758 2.027
H -3.122 -2.088 -3.383
H 7.603 -3.566 0.217
C -3.400 -0.129 -3.401
H -0.851 -5.803 4.165
H 2.842 0.407 1.624
H -5.063 -2.900 -4.215
C 1.488 -1.344 -4.418
H 0.567 -1.575 1.402
C -0.470 -3.816 -3.191
H 1.758 -0.990 -5.397
C 3.611 -1.770 -0.353
C 0.524 2.339 -0.225
C -0.342 -1.116 1.006
N 2.957 0.376 -3.692
N -3.749 -1.436 -3.745
O 1.512 -0.554 -2.218
H -2.289 -5.749 -0.391
H 3.335 0.317 -4.625
H 1.517 4.477 -4.496
H -0.161 -4.221 4.151
C 2.061 -2.456 3.717
H -0.588 2.716 2.412
H -5.326 1.258 -2.259
O -1.496 -3.161 -3.027
H -2.607 3.660 3.836
H -1.398 -0.391 -3.931
O -0.410 5.759 3.315
C -2.265 2.752 -5.759
H -0.615 7.434 0.219
C 5.024 0.319 1.634
C -0.747 0.992 5.360
N 0.455 -5.347 2.548
H 2.358 4.443 -1.628
H 4.978 7.303 0.120
O -0.636 -5.416 0.548
H 1.905 -3.014 4.646
O -4.951 -4.217 -1.296
C 0.604 -3.843 -2.093
H 7.160 0.932 -0.868
H -2.704 -4.332 1.113
N 5.857 -2.532 -0.193
H -6.537 3.458 -1.838
C 0.361 -5.550 1.223
O -1.366 0.051 4.956
H 1.030 2.137 5.467
H -1.185 -5.298 -5.942
C -5.115 -3.084 4.172
O -2.803 -3.272 4.689
N -0.311 -4.498 -4.314
O 0.203 1.697 -4.759
H -5.105 -4.157 4.418
H -2.287 -4.919 -4.676
H 3.983 0.855 -1.902
H -0.591 -1.519 -0.006
H 5.334 1.930 0.391
H -1.508 -4.684 3.051
H 2.247 -6.442 1.345
H 4.025 -1.895 3.267
C 4.483 6.724 0.870
N -5.805 1.482 -1.399
H 1.498 -6.547 -0.388
C -0.080 2.866 -4.656
C 1.911 -0.440 -3.375
H -4.103 4.355 -2.064
H -7.732 2.030 -1.866
O -0.091 0.990 2.145
C -6.869 2.514 -1.422
H -1.627 -0.738 -2.210
N -3.077 -5.489 -1.003
N 5.725 1.030 0.685
C 0.768 1.081 5.156
H 1.379 3.331 -3.093
C -5.001 1.454 -0.260
N -0.964 3.690 2.520
H 0.524 2.599 -1.232
O -5.271 2.065 0.765
H 5.829 -1.819 0.516
H -3.935 -0.472 -0.778
H 4.941 7.000 1.822
H -0.953 2.875 6.182
C 4.036 4.541 -0.317
H -4.401 -6.714 -1.990
C -3.733 -2.625 4.283
H 3.434 -2.219 0.637
H 0.450 -1.563 -4.421
H 0.251 4.663 -3.348
H 2.787 -1.859 -1.055
C 5.415 -4.082 2.799
H 3.594 5.765 -2.041
H -3.313 3.994 -0.509
H -5.234 -0.022 4.113
C 3.927 -3.967 3.104
C -0.916 7.215 -0.792
C -3.745 0.546 -0.398
H 3.626 0.886 3.094
C 7.071 -3.113 -0.625
C -1.424 -4.588 -5.211

=====

Record 3
Here is C23H16Br2MnN6S2 as an isolated structure from OMol25. Energies are from the ωB97M-V functional and the def2-TZVPD basis.

Properties
HOMO level (spin up / spin down) in eV: -13.17 / -12.93
Charge: +2
HOMO-LUMO gap (spin up / spin down) in eV: 5.5 / 5.1
M in g/mol: 655.3
2S+1: 4

Atoms and positions in Å:
C -2.892 -0.165 0.143
H 5.745 -0.168 0.067
C -4.678 -0.165 -1.390
C -1.483 -0.165 4.901
H -2.632 -0.165 -4.952
C 0.393 -0.165 6.413
Br -0.947 -0.165 -7.353
C -1.329 -0.165 -3.215
C 0.770 -0.164 4.007
N 0.006 1.808 -0.816
H -1.665 -0.165 7.048
H 4.988 -0.166 -2.311
C -2.393 -0.165 -2.152
Mn 0.006 -0.165 -0.816
H 4.086 -0.168 1.869
H 0.006 -1.894 -0.816
Br -6.531 -0.165 -1.771
N 1.660 -0.166 2.926
H -2.559 -0.165 4.746
N 1.972 -0.165 -0.787
C 2.378 -0.166 0.513
C 3.732 -0.167 0.849
C 0.965 -0.165 -3.713
H -4.129 -0.165 -3.456
C -0.566 -0.165 -5.499
H 2.531 -0.165 -2.770
N -0.028 -0.165 -2.800
H 1.583 -0.165 -5.765
S 0.004 4.729 -0.817
C -0.612 -0.165 3.803
C 4.685 -0.167 -0.173
C -0.982 -0.165 6.203
N -1.978 -0.165 -0.851
H 2.334 -0.165 5.509
H 2.633 -0.160 3.180
H -4.944 -0.165 0.759
C 1.267 -0.166 1.594
C -4.251 -0.165 -0.074
C 0.750 -0.165 -5.072
H -2.480 -0.165 1.148
C 1.264 -0.165 5.321
C -3.759 -0.165 -2.439
H 0.788 -0.165 7.426
C -1.615 -0.165 -4.581
C 0.006 2.968 -0.816
C 4.271 -0.166 -1.498
H 1.970 -0.165 -3.300
S -1.290 -0.165 2.165
N 0.035 -0.165 1.164
C 2.914 -0.166 -1.753

=====

Record 4
Here is C33H28BrIrN5O3 as an isolated structure from OMol25. Energies are from the ωB97M-V functional and the def2-TZVPD basis.

Properties
HOMO level (spin up / spin down) in eV: -13.01 / -13.45
Charge: +2
HOMO-LUMO gap (spin up / spin down) in eV: 6.4 / 5.0
M in g/mol: 814.7
2S+1: 6

Atoms and positions in Å:
H 5.908 4.644 5.404
C 2.332 -3.659 -1.756
H -0.439 -5.997 0.406
C -1.369 -2.063 3.917
H -0.128 -8.294 1.260
H -1.400 -0.003 2.984
C 1.119 2.397 1.913
H -2.631 3.480 -1.553
N 1.071 -2.191 -0.527
H 1.804 -1.540 -2.364
C 1.435 3.305 2.856
C -2.325 3.461 -3.685
H 2.261 -5.314 -0.333
C 3.666 2.655 3.838
H 5.564 2.289 4.747
C 1.433 0.815 -3.567
C 4.814 3.031 4.509
N 1.488 -10.089 3.755
H 2.089 5.660 3.782
H -2.674 1.866 0.928
H 0.609 3.959 3.127
O 0.821 1.059 -2.292
C -1.993 0.694 -3.440
C 1.156 -7.683 2.867
H 2.401 -6.802 4.376
C 0.615 -3.714 1.405
H -2.017 3.175 -5.799
O -1.805 -0.547 -3.340
C -2.275 1.513 -2.268
C 1.779 -6.617 3.512
C -0.227 2.365 1.392
Ir 0.142 -0.397 0.082
H 1.291 1.662 -4.239
H -1.836 -0.753 -1.890
C 5.003 4.355 4.886
C 1.597 -5.329 3.038
N -0.701 1.494 0.577
H -2.455 4.531 -3.776
H -0.879 3.170 1.728
N -2.024 1.635 0.194
H -1.954 -1.938 4.814
C -2.075 2.692 -4.833
C -0.774 -3.186 3.455
C 1.992 -4.313 -0.626
H -3.565 0.720 -0.755
C 1.738 -2.346 -1.648
C 0.805 -5.102 1.916
C -0.118 -2.836 2.210
H 2.928 -4.011 -2.581
C -1.081 -1.036 2.948
H 4.163 6.330 4.928
Br 2.426 1.267 1.109
C -2.490 0.847 -0.913
C -2.425 2.861 -2.417
C 2.680 3.604 3.546
H 3.522 1.616 3.579
C 1.183 -3.405 0.166
C 4.025 5.303 4.619
H -0.779 -4.168 3.897
C -1.914 1.342 -4.725
O -1.879 -0.444 -0.899
C 1.340 -9.022 3.360
H 2.085 -4.500 3.535
H 1.166 1.889 -1.942
C 0.187 -6.172 1.273
N -0.351 -1.484 1.949
H 2.501 0.615 -3.466
C 0.356 -7.460 1.749
H 0.933 -0.051 -3.997
H -1.724 0.710 -5.583
C 2.862 4.925 3.973

=====

Record 5
Here is C31H34N12O3S3Sc as an isolated structure from OMol25. Energies are from the ωB97M-V functional and the def2-TZVPD basis.

Properties
HOMO level in eV: -9.73
Charge: +1
Relative energy (zero: lowest compared OMol25 entry of this formula, charge and spin) in kJ/mol: 0.00
HOMO-LUMO gap in eV: 7.9
M in g/mol: 763.9
2S+1: 1

Atoms and positions in Å:
H -4.497 -0.100 -1.639
H -1.195 4.594 1.223
H -2.193 -1.527 2.037
C -5.155 0.240 -4.953
H -6.673 -0.907 -5.706
N 1.909 -1.233 1.143
H 1.410 -1.776 8.535
C -1.427 -3.292 -0.076
H 2.283 -1.528 -4.879
H -2.944 -0.441 0.849
N 2.025 0.451 2.728
C -2.212 -1.241 0.976
O -2.920 1.617 -0.541
H 1.648 0.888 7.744
C 2.313 1.712 -0.929
H 3.417 -0.120 -1.207
C -5.289 -0.193 -3.628
C 4.061 -0.600 1.990
S -2.189 1.531 -1.782
C 4.672 -1.558 1.222
N -1.146 0.296 -1.567
H -0.054 0.869 5.737
C 0.587 -0.215 -4.612
H 4.321 -3.186 -0.164
C -1.852 1.394 2.379
H -3.985 1.429 -6.309
C 0.946 0.098 7.491
C 3.356 0.936 -1.429
C -3.320 1.036 -3.023
N 0.858 -1.977 6.500
N 0.558 0.147 6.080
N 1.230 1.372 -0.127
N -0.843 1.282 1.563
H -2.345 2.119 -4.585
C -1.252 3.554 1.494
C 2.663 -0.477 1.955
N -1.524 -4.616 -0.167
H 5.748 -1.667 1.243
C 2.290 3.091 -1.171
H 2.646 -1.264 7.366
C 1.563 -1.107 -4.195
C -4.379 0.207 -2.671
C 2.529 -2.192 0.427
C 0.357 -1.114 5.600
H -5.839 -0.004 -6.866
C -2.641 -2.454 0.150
C -0.257 -0.070 -2.525
N 1.205 3.566 -0.456
C 4.315 1.565 -2.196
H -2.954 -2.127 -0.850
S -0.378 -1.512 4.158
H 0.848 4.506 -0.461
C 0.627 2.503 0.143
C -4.087 1.080 -5.289
O -1.478 2.703 -2.226
H 5.137 0.988 -2.599
H 1.086 0.190 3.018
C -0.500 2.518 1.055
C 4.254 2.941 -2.465
H 0.988 -2.943 6.254
H 4.633 0.055 2.634
N 0.696 -0.883 -2.005
H 0.529 0.095 -5.650
H 2.578 0.849 3.470
C 1.573 -1.297 7.573
C -3.174 1.474 -4.332
H -3.459 -3.057 0.559
H -0.701 -5.168 -0.347
H -6.123 -0.827 -3.354
S -2.435 2.976 2.574
H 3.208 4.795 -2.138
N -6.095 -0.107 -5.899
O -0.316 -2.729 -0.179
H 0.069 0.173 8.139
H 5.024 3.395 -3.074
H 1.874 -2.809 -0.173
H -2.414 -5.074 -0.082
H 2.323 -2.067 -2.423
H -2.290 0.553 2.892
Sc -0.203 -0.563 0.212
C 3.886 -2.397 0.431
C 3.246 3.731 -1.950
N -0.325 0.305 -3.801
C 1.575 -1.404 -2.846

=====

Record 6
Here is C15H19BClN6O4PdS2 as an isolated structure from OMol25. Energies are from the ωB97M-V functional and the def2-TZVPD basis.

Properties
HOMO level (spin up / spin down) in eV: -3.99 / -4.24
Charge: -1
Relative energy (zero: lowest compared OMol25 entry of this formula, charge and spin) in kJ/mol: 148.80
HOMO-LUMO gap (spin up / spin down) in eV: 6.5 / 6.6
M in g/mol: 564.2
2S+1: 1

Atoms and positions in Å:
C -5.484 1.822 0.768
H -0.804 -0.231 2.456
B 3.967 -0.747 0.426
S 1.079 -2.080 1.436
H 1.767 2.330 3.265
H 4.794 0.090 0.151
H 0.142 2.580 0.028
C -3.244 0.560 0.278
O -6.205 0.741 0.727
O -4.830 -1.180 0.361
H -0.520 1.248 3.407
C 3.780 -2.256 -1.644
H -3.513 3.674 0.630
Pd -0.526 -0.943 -0.295
N -3.199 2.732 0.463
O -5.919 2.939 1.000
C -3.598 -0.898 0.345
H 1.082 -1.843 -4.484
C -4.040 1.650 0.503
C 1.755 -0.558 1.775
C 2.280 -0.650 -1.618
C -0.758 3.178 0.139
H -0.825 3.852 -0.718
O -2.653 -1.702 0.431
H 4.439 -1.732 0.934
C -1.946 2.287 0.213
N 3.284 -1.201 -0.915
C -0.529 -2.908 -1.181
H -5.599 -0.118 0.536
S 1.291 0.687 -1.239
H 0.359 -3.372 -1.597
H -0.126 -0.358 4.072
H 3.201 -3.022 -3.637
N 2.184 -1.318 -2.804
H 0.376 -0.568 -3.470
N 2.964 -0.087 1.413
N -1.950 0.976 0.091
Cl -1.621 -2.433 -2.494
C 3.115 1.165 1.955
N 1.177 0.371 2.594
H 4.566 -2.879 -1.256
H 1.754 -0.187 -4.508
C 1.299 -0.961 -3.885
H 4.004 1.741 1.770
C 2.018 1.460 2.683
C -0.144 0.254 3.169
C 3.114 -2.334 -2.815
H -1.078 -3.553 -0.504
H -0.679 3.782 1.045

=====

no.,maximum force (Eh/bohr)
1,0.0819
2,0.0779
3,0.1542
4,0.0057
5,0.0066
6,0.0386